Record 1
{"formula": "C3H11NS", "method": "ωB97M-V with the def2-TZVPD basis set", "fmax_ev_per_a": 1.47, "smiles": "CNC.CS", "lumo_ev": 1.0, "e_tot_ha": -573.7961, "e_above_lowest_kj_mol": 92.9, "homo_lumo_gap_ev": 9.5, "symbols": ["C", "N", "C", "H", "H", "H", "H", "H", "H", "H", "C", "S", "H", "H", "H", "H"], "coordinates": [[0.42975, 1.71128, 0.79269], [-0.17427, 1.02840, -0.32597], [0.42555, 1.45317, -1.58011], [1.46609, 1.36200, 0.89627], [0.34776, 2.80559, 0.76262], [0.01577, 1.39388, 1.75989], [-1.16671, 1.18699, -0.25443], [0.76793, 2.49631, -1.49697], [-0.31474, 1.44310, -2.38434], [1.27637, 0.86402, -1.91859], [-0.66215, -2.90190, 0.96771], [0.70605, -2.22507, -0.04913], [-1.04451, -2.16532, 1.66946], [-1.48405, -3.18125, 0.31056], [-0.36866, -3.85086, 1.41015], [-0.22017, -1.42036, -0.55981]]}

***

Record 2
{"formula": "C21H49FN5O13S4", "method": "ωB97M-V with the def2-TZVPD basis set", "fmax_ev_per_a": 3.20, "lumo_ev": -2.5, "e_tot_ha": -3773.7690, "total_charge": 1, "homo_lumo_gap_ev": 10.0, "symbols": ["C", "C", "C", "F", "N", "C", "N", "N", "C", "N", "C", "C", "C", "O", "N", "C", "H", "H", "H", "H", "H", "H", "H", "H", "H", "H", "H", "H", "H", "H", "H", "H", "H", "O", "S", "O", "O", "C", "C", "C", "H", "H", "H", "H", "H", "H", "H", "H", "O", "S", "O", "O", "C", "C", "C", "H", "H", "H", "H", "H", "H", "H", "H", "O", "S", "O", "O", "C", "C", "C", "H", "H", "H", "H", "H", "H", "H", "H", "O", "S", "O", "O", "C", "C", "C", "H", "H", "H", "H", "H", "H", "H", "H"], "coordinates": [[0.57182, -3.13459, -1.32866], [0.24604, -1.73294, -1.95047], [-0.64419, -1.78058, -3.22830], [-0.36256, -2.88011, -4.01625], [-2.08552, -1.64835, -2.97673], [-2.76316, -0.47900, -3.11767], [-2.29824, 0.75285, -3.46309], [-4.06902, -0.65148, -2.85212], [-4.17708, -1.97152, -2.53514], [-5.44982, -2.40940, -2.19204], [-5.90905, -1.97947, -0.85288], [-5.76692, -3.79177, -2.51454], [-5.57394, -4.93116, -1.46527], [-6.16082, -4.09780, -3.58007], [-2.98727, -2.56376, -2.58772], [-2.70772, -3.97384, -2.27619], [-0.26086, -3.41486, -0.66174], [1.47924, -3.00697, -0.71608], [0.79382, -3.90004, -2.08895], [1.17369, -1.13303, -2.12259], [-0.34258, -1.16913, -1.19536], [-0.37513, -0.90818, -3.84913], [-2.15394, 1.41360, -2.68810], [-2.01235, 1.02983, -4.38867], [-6.64813, -2.67754, -0.42403], [-6.45463, -1.02351, -0.99033], [-5.09252, -1.74840, -0.14240], [-6.53073, -5.25738, -1.02642], [-5.03506, -5.76965, -1.93751], [-4.93864, -4.60843, -0.61545], [-2.94784, -4.14418, -1.21677], [-1.66359, -4.27066, -2.44560], [-3.35196, -4.57725, -2.93977], [-2.73548, 5.24952, -1.59255], [-1.50406, 4.63597, -1.97595], [-1.18381, 3.27998, -1.60237], [-0.29523, 5.58460, -1.55878], [-0.19832, 6.02855, -0.18897], [0.34900, 4.93441, 0.69800], [-1.30953, 4.79372, -3.72274], [-1.16261, 6.39044, 0.17259], [0.48296, 6.87852, -0.18596], [-0.35935, 4.10902, 0.78436], [0.55272, 5.30915, 1.70134], [1.26998, 4.53057, 0.27562], [-1.49635, 5.82677, -4.00425], [-2.03660, 4.13659, -4.19738], [-0.29978, 4.49232, -3.99384], [2.06077, 5.87179, 3.66913], [3.35034, 5.98878, 4.28667], [4.39753, 5.05770, 3.99976], [3.15926, 6.08546, 5.86982], [2.38997, 5.06538, 6.52694], [3.18365, 3.78556, 6.70652], [3.96280, 7.62431, 4.04214], [1.45901, 4.88152, 5.98633], [2.12137, 5.46526, 7.50426], [3.38646, 3.31043, 5.74612], [2.63082, 3.07726, 7.32488], [4.14657, 3.99184, 7.17521], [3.18462, 8.33488, 4.30987], [4.22096, 7.72618, 2.98972], [4.84738, 7.76349, 4.65912], [3.20788, 0.38278, -1.96571], [3.90380, 1.62626, -2.13430], [4.40531, 2.03462, -3.40893], [5.08073, 1.71565, -1.06180], [6.03089, 0.63735, -0.99827], [7.05214, 0.71621, -2.11638], [2.90121, 2.91301, -1.47499], [5.51595, -0.32573, -0.99959], [6.53682, 0.73085, -0.03789], [6.58913, 0.53134, -3.08619], [7.83716, -0.02625, -1.96907], [7.50311, 1.70836, -2.15694], [2.56362, 2.61959, -0.48388], [2.04838, 3.04471, -2.13901], [3.48522, 3.82976, -1.43229], [-3.03325, -6.69503, 1.19253], [-1.96224, -5.91707, 1.74178], [-0.91183, -5.41222, 0.90651], [-1.32720, -6.69680, 2.97480], [-0.88750, -8.05429, 2.77342], [0.44628, -8.11643, 2.05529], [-2.64417, -4.57683, 2.66603], [-1.65026, -8.62745, 2.24285], [-0.78629, -8.49356, 3.76495], [0.35527, -7.77034, 1.02504], [0.82164, -9.13979, 2.03636], [1.17970, -7.47692, 2.54816], [-3.41091, -4.96420, 3.33243], [-3.08031, -3.87369, 1.95817], [-1.84670, -4.09513, 3.22731]]}

***

Record 3
{"formula": "C21H24N2O6OsSe", "method": "ωB97M-V with the def2-TZVPD basis set", "multiplicity": 5, "fmax_ev_per_a": 0.37, "lumo_ev": [0.1, -1.6], "e_tot_ha": -3867.5775, "s_squared": 6.015, "e_above_lowest_kj_mol": 0.0, "homo_lumo_gap_ev": [8.5, 6.9], "symbols": ["Os", "O", "C", "C", "C", "C", "C", "C", "C", "N", "C", "C", "N", "H", "H", "H", "H", "H", "H", "H", "O", "Se", "O", "O", "O", "C", "C", "C", "C", "C", "C", "C", "C", "C", "C", "C", "C", "O", "H", "H", "H", "H", "H", "H", "H", "H", "H", "H", "H", "H", "H", "H", "H", "H", "H"], "coordinates": [[0.05437, 1.38751, -0.10447], [1.51463, 0.11189, -0.11357], [2.64973, 0.19213, 0.59416], [3.84068, -0.13488, -0.05875], [5.04047, -0.10932, 0.62044], [5.07995, 0.24635, 1.96395], [3.90823, 0.56616, 2.61801], [2.67341, 0.53653, 1.96244], [1.44997, 0.85392, 2.69555], [0.25574, 1.10335, 2.18191], [-0.59787, 1.38350, 3.21876], [0.08661, 1.29189, 4.38602], [1.37462, 0.95556, 4.04183], [3.78762, -0.40402, -1.10392], [5.95495, -0.36016, 0.09965], [6.02187, 0.28365, 2.49289], [3.96291, 0.86596, 3.65639], [-1.63169, 1.62815, 3.04979], [-0.21650, 1.42807, 5.40714], [2.12912, 0.78766, 4.68164], [-1.18964, 2.93279, -0.15766], [0.03233, 4.16952, -0.29169], [-0.09644, 5.25729, 0.85354], [1.24676, 2.97188, 0.06339], [0.15998, 4.60393, -1.81416], [-2.78754, -1.27587, 1.59032], [-1.83361, -2.28067, 0.93687], [-0.42172, -2.21046, 1.51972], [-1.83163, -2.20427, -0.57873], [-2.15341, -3.34551, -1.30268], [-2.18526, -3.34291, -2.68526], [-1.90829, -2.17327, -3.37011], [-1.58392, -0.99111, -2.71171], [-1.36464, 0.24452, -3.56614], [0.08024, 0.74255, -3.58724], [-2.37146, 1.36140, -3.28314], [-1.52561, -1.03407, -1.30052], [-1.21778, 0.07647, -0.58290], [-2.85333, -1.46459, 2.66363], [-3.78949, -1.36114, 1.16774], [-2.45325, -0.24992, 1.44544], [-2.22246, -3.27603, 1.17472], [0.08388, -1.29159, 1.23420], [0.18273, -3.04521, 1.16296], [-0.45920, -2.25771, 2.60974], [-2.38556, -4.25296, -0.75850], [-2.43993, -4.24388, -3.22656], [-1.95672, -2.16144, -4.45238], [-1.56621, -0.09493, -4.58670], [0.39454, 1.18085, -2.63755], [0.19349, 1.52342, -4.33907], [0.77497, -0.06646, -3.81522], [-2.27968, 1.76282, -2.27919], [-3.39242, 0.99630, -3.40479], [-2.21851, 2.18637, -3.98027]]}